P.
DFT (wB97M-V/def2-TZVPD) results for 2 unconnected molecules or ions with the total composition C6H8N2S2.

charge = 0
HOMO-LUMO gap = 8.09 eV
SMILES = [H]/N=c1/[nH]ccs1.C=CC=S

Each atom is followed by the atoms it is bonded to, with distances in Å.
Positions of all 18 atoms, in Å:
1 H 4.327 -0.416 0.688  C9 1.093
2 H 0.771 -1.744 -0.876  N12 0.958
3 H -2.605 1.895 -0.683  C17 1.158
4 S 2.460 1.105 0.263  C9 1.780, C18 1.850
5 N -0.012 0.710 -1.058  H8 1.008, C18 1.290
6 S -1.549 -1.666 0.151  C11 1.653
7 H -1.793 -0.422 -1.727  C11 1.029
8 H -0.111 1.688 -0.836  N5 1.008
9 C 3.243 -0.465 0.561  H1 1.093, S4 1.780, C15 1.336
10 H -2.295 0.480 2.134  C13 1.124
11 C -1.867 -0.292 -0.710  S6 1.653, H7 1.029, C17 1.448
12 N 1.320 -1.113 -0.408  H2 0.958, C15 1.356, C18 1.350
13 C -2.572 1.092 1.233  H10 1.124, H14 1.071, C17 1.359
14 H -3.039 2.050 1.336  C13 1.071
15 C 2.503 -1.493 0.136  C9 1.336, N12 1.356, H16 1.089
16 H 2.524 -2.544 0.419  C15 1.089
17 C -2.351 0.929 -0.098  H3 1.158, C11 1.448, C13 1.359
18 C 1.048 0.205 -0.525  S4 1.850, N5 1.290, N12 1.350


Q.
DFT (wB97M-V/def2-TZVPD) results for C6H8N2S2 in the gas phase.

charge = 0
HOMO-LUMO gap = 9.43 eV
SMILES = [H]/N=N\SC1(S)C=CCC=C1

Each atom is followed by the atoms it is bonded to, with distances in Å.
Positions of all 18 atoms, in Å:
1 C -1.905 -0.106 0.213  C8 1.469, H9 1.047, H11 1.057, C13 1.479
2 H 2.020 -0.710 -1.923  S16 1.295
3 H 0.099 2.542 -0.907  C6 1.153
4 H 1.057 -1.620 -0.732  C12 1.143
5 S 2.161 0.886 0.858  C10 1.923, N15 1.699
6 C -0.219 1.514 -0.493  H3 1.153, C8 1.323, C10 1.479
7 H 3.995 -0.703 2.136  N14 1.055
8 C -1.480 1.239 -0.198  C1 1.469, C6 1.323, H17 1.115
9 H -2.740 -0.517 -0.269  C1 1.047
10 C 0.879 0.525 -0.529  S5 1.923, C6 1.479, C12 1.537, S16 1.825
11 H -2.200 -0.025 1.224  C1 1.057
12 C 0.296 -0.879 -0.309  H4 1.143, C10 1.537, C13 1.325
13 C -0.912 -1.200 0.134  C1 1.479, C12 1.325, H18 1.026
14 N 3.885 -1.015 1.135  H7 1.055, N15 1.204
15 N 3.103 -0.456 0.411  S5 1.699, N14 1.204
16 S 1.779 0.547 -2.118  H2 1.295, C10 1.825
17 H -2.343 1.914 -0.403  C8 1.115
18 H -1.205 -2.150 0.382  C13 1.026


Which one sits at the top of the stability order? P does.


P.
DFT (wB97M-V/def2-TZVPD) results for C3H6O in the gas phase.

charge = 0
HOMO-LUMO gap = 10.73 eV
SMILES = C1COC1

Each atom is followed by the atoms it is bonded to, with distances in Å.
Positions of all 10 atoms, in Å:
1 O -0.101 -0.151 -1.075  C5 1.520, C9 1.420
2 H -0.604 1.752 -0.075  C5 1.147
3 H 1.051 -0.202 1.625  C10 1.064
4 H -1.321 -1.378 0.161  C9 1.068
5 C 0.282 1.036 -0.206  O1 1.520, H2 1.147, H6 1.121, C10 1.617
6 H 1.299 1.483 -0.362  C5 1.121
7 H 0.370 -1.708 -0.019  C9 1.048
8 H -0.675 0.443 1.651  C10 1.106
9 C -0.347 -0.949 0.073  O1 1.420, H4 1.068, H7 1.048, C10 1.503
10 C 0.179 0.048 1.069  H3 1.064, C5 1.617, H8 1.106, C9 1.503


Q.
DFT (wB97M-V/def2-TZVPD) results for 2 unconnected molecules or ions with the total composition C3H6O.

charge = 0
HOMO-LUMO gap = 13.18 eV

Each atom is followed by the atoms it is bonded to, with distances in Å.
Positions of all 10 atoms, in Å:
1 H 0.762 -0.297 -0.953  C10 1.094
2 H -1.639 0.446 -0.574  C3 1.096
3 C -1.040 0.012 0.234  H2 1.096, H4 1.096, H9 1.095, C10 1.528
4 H -0.642 0.837 0.835  C3 1.096
5 H 0.669 -1.315 0.491  C10 1.096
6 O 1.680 1.843 0.668  C7 1.137
7 C 2.164 1.589 -0.329  O6 1.137
8 H -0.318 -1.685 -0.932  C10 1.095
9 H -1.717 -0.560 0.878  C3 1.095
10 C 0.079 -0.870 -0.318  H1 1.094, C3 1.528, H5 1.096, H8 1.095


R.
DFT (wB97M-V/def2-TZVPD) results for C3H6O in the gas phase.

charge = 0
HOMO-LUMO gap = 10.19 eV
SMILES = C=CCO

Each atom is followed by the atoms it is bonded to, with distances in Å.
Positions of all 10 atoms, in Å:
1 C 0.577 1.297 -0.456  C4 1.347, H6 1.161, H7 1.101
2 H -0.982 0.233 -1.842  C4 1.202
3 O 0.098 -0.191 1.400  C5 1.401, H10 1.095
4 C -0.310 0.364 -0.854  C1 1.347, H2 1.202, C5 1.584
5 C -0.161 -0.827 0.179  O3 1.401, C4 1.584, H8 1.154, H9 1.226
6 H 1.034 1.276 0.612  C1 1.161
7 H 0.375 2.177 -1.086  C1 1.101
8 H 0.282 -1.868 -0.049  C5 1.154
9 H -1.283 -1.237 0.455  C5 1.226
10 H 0.370 -1.223 1.641  O3 1.095


S.
DFT (wB97M-V/def2-TZVPD) results for C3H6O in the gas phase.

charge = 0
HOMO-LUMO gap = 10.67 eV
SMILES = CC(C)=O

Each atom is followed by the atoms it is bonded to, with distances in Å.
Positions of all 10 atoms, in Å:
1 H 0.855 0.884 -1.265  C4 1.095
2 O 0.671 -1.288 1.095  C10 1.212
3 H -1.600 -1.411 -0.174  C5 1.094
4 C 1.138 0.623 -0.240  H1 1.095, H8 1.099, H9 1.093, C10 1.516
5 C -1.249 -0.394 0.020  H3 1.094, H6 1.093, H7 1.097, C10 1.518
6 H -1.483 0.241 -0.837  C5 1.093
7 H -1.803 -0.019 0.890  C5 1.097
8 H 1.068 1.535 0.370  C4 1.099
9 H 2.173 0.270 -0.209  C4 1.093
10 C 0.232 -0.439 0.350  O2 1.212, C4 1.516, C5 1.518


Which one sits at the top of the stability order? S does.


P.
DFT (wB97M-V/def2-TZVPD) results for C3H6O in the gas phase.

charge = 0
HOMO-LUMO gap = 10.06 eV
SMILES = C=CCO

Each atom is followed by the atoms it is bonded to, with distances in Å.
Positions of all 10 atoms, in Å:
1 H -0.917 1.477 -0.405  C2 1.146
2 C -0.624 0.399 -0.147  H1 1.146, C3 1.463, C9 1.391
3 C 0.826 0.422 0.051  C2 1.463, O5 1.386, H8 1.179, H10 1.165
4 H 2.351 -0.843 0.041  O5 0.978
5 O 1.415 -0.798 -0.237  C3 1.386, H4 0.978
6 H -1.169 -1.741 0.388  C9 1.265
7 H -2.622 -0.390 -0.241  C9 1.100
8 H 1.217 1.360 -0.546  C3 1.179
9 C -1.565 -0.620 -0.045  C2 1.391, H6 1.265, H7 1.100
10 H 1.087 0.733 1.143  C3 1.165


Q.
DFT (wB97M-V/def2-TZVPD) results for C3H6O in the gas phase.

charge = 0
HOMO-LUMO gap = 10.59 eV
SMILES = CC(C)=O

Each atom is followed by the atoms it is bonded to, with distances in Å.
Positions of all 10 atoms, in Å:
1 H -1.464 -1.311 -1.065  C2 1.096
2 C -0.588 -0.653 -1.047  H1 1.096, C7 1.533, H9 1.097, H10 1.097
3 O -0.535 -1.028 1.285  C7 1.213
4 H 1.502 0.443 1.265  C8 1.098
5 H 0.175 1.533 1.565  C8 1.097
6 H 0.960 1.521 -0.054  C8 1.086
7 C -0.267 -0.247 0.396  C2 1.533, O3 1.213, C8 1.519
8 C 0.634 0.913 0.785  H4 1.098, H5 1.097, H6 1.086, C7 1.519
9 H 0.270 -1.285 -1.307  C2 1.097
10 H -0.688 0.115 -1.823  C2 1.097


Which one sits at the top of the stability order? Q does.


P.
DFT (wB97M-V/def2-TZVPD) results for C3H6O in the gas phase.

charge = 0
HOMO-LUMO gap = 10.42 eV
SMILES = CC(C)=O

Each atom is followed by the atoms it is bonded to, with distances in Å.
Positions of all 10 atoms, in Å:
1 H -1.009 -1.354 -0.073  C5 1.089
2 H -1.830 0.031 -0.731  C5 1.089
3 H 1.395 -0.821 -0.859  C9 1.085
4 C 0.121 0.725 -0.142  C5 1.656, C9 1.453, O10 1.201
5 C -1.170 -0.287 0.075  H1 1.089, H2 1.089, C4 1.656, H6 1.088
6 H -1.670 -0.034 1.008  C5 1.088
7 H 0.604 -0.651 0.703  C9 1.255
8 H 2.248 0.537 0.083  C9 1.085
9 C 1.352 -0.046 -0.102  H3 1.085, C4 1.453, H7 1.255, H8 1.085
10 O -0.042 1.901 0.039  C4 1.201


Q.
DFT (wB97M-V/def2-TZVPD) results for 2 unconnected molecules or ions with the total composition C3H6O.

charge = 0
HOMO-LUMO gap = 8.45 eV

Each atom is followed by the atoms it is bonded to, with distances in Å.
Positions of all 10 atoms, in Å:
1 H -1.637 -0.658 0.060  C2 1.275
2 C -0.379 -0.813 -0.074  H1 1.275, H4 1.083, C8 1.435, H10 1.082
3 H -1.198 1.117 -0.685  C8 1.084
4 H -0.126 -1.455 0.760  C2 1.083
5 O 1.106 1.241 0.065  C9 1.224
6 H -1.033 0.873 1.150  C8 1.084
7 H 2.740 0.220 -0.216  C9 1.118
8 C -0.810 0.538 0.144  C2 1.435, H3 1.084, H6 1.084
9 C 1.628 0.150 -0.126  O5 1.224, H7 1.118
10 H -0.291 -1.213 -1.076  C2 1.082


Which one sits at the top of the stability order? P does.


P.
DFT (wB97M-V/def2-TZVPD) results for a gas-phase ion, C6H12NOS (charge +1).

charge = +1
HOMO-LUMO gap = 8.73 eV

Each atom is followed by the atoms it is bonded to, with distances in Å.
Positions of all 21 atoms, in Å:
1 N 0.534 -0.472 0.171  H10 0.945, C17 1.465, C18 1.415
2 C -1.341 0.955 0.100  O3 1.286, C8 1.470, S11 1.740
3 O -1.045 1.981 -0.617  C2 1.286, H6 0.969
4 H -2.216 -2.388 0.358  C21 1.031
5 H -1.455 -0.103 2.035  C8 1.158
6 H -1.123 2.818 -0.135  O3 0.969
7 H 1.786 -1.625 -1.106  C17 1.129
8 C -1.381 0.955 1.569  C2 1.470, H5 1.158, H12 1.143, H14 1.122
9 H 0.565 -0.715 -1.985  C17 1.203
10 H 1.068 -0.235 0.914  N1 0.945
11 S -2.161 -0.259 -0.839  C2 1.740, C21 1.797
12 H -2.410 1.302 1.927  C8 1.143
13 C 2.441 0.399 -1.158  H15 1.103, H16 1.091, C17 1.501, H19 1.125
14 H -0.565 1.663 1.869  C8 1.122
15 H 1.982 1.365 -1.427  C13 1.103
16 H 2.948 0.210 -2.105  C13 1.091
17 C 1.322 -0.597 -1.058  N1 1.465, H7 1.129, H9 1.203, C13 1.501
18 C -0.249 -1.624 0.419  N1 1.415, H20 1.102, C21 1.327
19 H 2.863 0.497 -0.121  C13 1.125
20 H -0.031 -2.461 1.102  C18 1.102
21 C -1.533 -1.666 0.086  H4 1.031, S11 1.797, C18 1.327


Q.
DFT (wB97M-V/def2-TZVPD) results for a gas-phase ion, C6H12NOS (charge +1).

charge = +1
HOMO-LUMO gap (alpha / beta) = 7.55 / 8.74 eV

Each atom is followed by the atoms it is bonded to, with distances in Å.
Positions of all 21 atoms, in Å:
1 S -4.280 0.082 0.211  C11 1.704, H21 1.362
2 C 0.165 -2.222 -0.481  H4 1.144, H7 1.146, H13 1.167, C16 1.541
3 H 0.674 2.972 -0.320  C6 1.090
4 H -0.492 -3.158 -0.429  C2 1.144
5 H 2.163 1.283 0.641  C8 1.144
6 C -0.300 2.549 -0.572  H3 1.090, N14 1.404, H15 1.041, H19 1.081
7 H 1.138 -2.562 0.022  C2 1.146
8 C 1.535 0.373 0.934  H5 1.144, C17 1.570, H18 1.102, H20 1.187
9 H 0.552 0.130 -1.092  C17 1.169
10 H -0.212 -1.192 1.459  C16 1.124
11 C -2.584 0.028 0.055  S1 1.704, O12 1.299
12 O -1.833 -1.029 0.132  C11 1.299, C16 1.444
13 H 0.178 -2.007 -1.628  C2 1.167
14 N -0.477 1.420 0.244  C6 1.404, C17 1.439
15 H -1.026 3.277 -0.414  C6 1.041
16 C -0.407 -1.064 0.360  C2 1.541, H10 1.124, O12 1.444, C17 1.465
17 C 0.258 0.200 0.038  C8 1.570, H9 1.169, N14 1.439, C16 1.465
18 H 1.056 0.627 1.894  C8 1.102
19 H -0.226 2.308 -1.623  C6 1.081
20 H 2.261 -0.551 1.107  C8 1.187
21 H -4.397 -1.265 0.375  S1 1.362


Which one sits at the top of the stability order? P does.